This record from OMol25 describes an isolated molecule of C4H5N3O. The level of theory is wB97M-V/def2-TZVPD.

Results
ΔE to the lowest compared entry with this formula, charge and spin ... 5.8363 eV
E_LUMO ... 0.59 eV
SMILES string ... N#C[C@@H]1COC=NN1
2S+1 ... 1
Electronic energy ... -10741.7784 eV

XYZ file:
```
13
Properties=species:S:1:pos:R:3:forces:R:3
O 1.469706 1.207207 -0.007504 -0.5 -1.9 -1.1
N -3.147391 0.052847 -0.283041 6.5 -1.0 3.4
N 0.113349 -1.279283 -0.130673 1.3 0.1 2.5
N 1.599631 -1.160733 0.069039 -2.7 -1.1 -1.7
C -2.041393 -0.098378 0.219658 -9.0 0.8 -4.5
C 2.087292 -0.017909 -0.059976 1.7 1.3 -0.7
C -0.696271 -0.175581 0.494138 6.1 2.4 0.0
C 0.049652 1.161759 -0.128977 -3.1 0.5 -2.9
H 3.178442 0.039529 -0.392279 -1.4 0.2 1.3
H -0.482201 0.193994 1.580365 -0.2 -2.3 -1.1
H -0.163292 2.064995 0.360955 -1.1 1.0 1.1
H -0.039665 -1.862707 -0.976649 -0.5 1.2 1.2
H -0.605730 1.397362 -1.248697 2.9 -1.1 2.5
```
Positions in Å, forces in eV/Å.